Entry 1:
DFT (ωB97M-V/def2-TZVPD) results for a molecular structure, C4H12N2NaO6 at a distorted geometry.

```
! RIJCOSX wB97M-V def2-TZVPD def2/J DEFGRID3
* xyz -1 1
Na -0.04 0.24 -0.74
C 1.15 -1.98 -2.35
O 1.53 -2.76 -3.19
O 0.23 -2.27 -1.62
O 1.60 -0.83 -2.19
C 0.03 -1.30 1.94
O -0.43 -0.23 1.53
N 0.06 -1.73 3.19
N 0.70 -2.13 1.20
H -0.51 -1.28 3.88
H 0.59 -2.54 3.48
H 0.68 -2.08 0.19
H 1.07 -3.01 1.54
C -2.98 1.38 -1.65
O -2.46 0.55 -0.63
H -2.56 2.37 -1.56
H -2.73 0.99 -2.64
H -4.07 1.41 -1.71
H -2.82 0.76 0.23
C 2.18 2.29 0.13
O 0.80 2.38 -0.07
H 2.67 3.11 -0.39
H 2.46 2.37 1.18
H 2.34 1.35 -0.41
H 0.48 2.94 0.65
*
```

frontier orbital gap	3.17	eV
lowest unoccupied orbital energy	1.93	eV

---

Entry 2:
DFT (ωB97M-V/def2-TZVPD) results for C3H4N2O3 in the gas phase at a distorted geometry.

```
! RIJCOSX wB97M-V def2-TZVPD def2/J DEFGRID3
* xyz 0 1
H -1.82 1.93 0.68
N -1.19 1.48 -0.03
C -1.73 0.37 0.15
N -1.21 -0.78 -0.42
O 0.06 -0.59 -0.82
C 1.07 -0.54 0.13
O 0.80 -0.87 1.31
C 2.30 0.00 -0.61
O 3.03 0.87 0.23
H -2.30 -0.01 1.02
H -1.20 -1.45 0.20
H 2.20 -0.40 -1.85
*
```

frontier orbital gap	8.82	eV
relative energy (zero: lowest compared OMol25 entry of this formula, charge and spin)	6.5379	eV
lowest unoccupied orbital energy	-1.54	eV
SMILES	[H]/N=C/NOC(=O)C=O

---

Entry 3:
DFT (ωB97M-V/def2-TZVPD) results for a molecular structure, C15H23EuF3NO2P at a distorted geometry.

```
! RIJCOSX wB97M-V def2-TZVPD def2/J DEFGRID3
* xyz 0 8
C -2.43 3.02 -3.13
C -2.93 2.86 -1.84
C -2.21 2.09 -0.91
C -1.00 1.57 -1.34
C -0.51 1.65 -2.63
C -1.23 2.43 -3.54
C -2.71 1.88 0.52
C -3.09 0.43 0.98
N -2.30 -0.70 0.43
Eu -0.11 0.04 0.21
C 0.75 0.84 -3.02
P 0.60 -0.83 -2.28
H -3.88 3.31 -1.51
H -0.84 2.52 -4.56
H -2.99 3.62 -3.84
H 1.66 1.29 -2.58
H 0.85 0.75 -4.10
H -1.97 2.26 1.25
H -3.63 2.46 0.65
H -2.97 0.38 2.07
C 2.24 -1.65 -2.37
C -0.50 -1.73 -3.46
H -4.13 0.21 0.68
C -2.78 -1.19 -0.87
C -2.15 -1.80 1.40
H 1.72 0.63 -0.18
H -3.79 -1.62 -0.69
H -2.85 -0.36 -1.59
H -2.11 -1.98 -1.27
H -3.12 -2.32 1.48
H -1.38 -2.52 1.09
H -1.86 -1.38 2.38
H 0.02 -1.76 -4.43
H -0.68 -2.75 -3.05
H -1.46 -1.19 -3.52
H 2.48 -1.80 -3.43
H 2.96 -1.00 -1.84
H 2.15 -2.62 -1.82
H 0.84 -1.42 0.86
F 2.40 0.31 4.34
C 1.72 0.14 3.21
F 2.48 0.60 2.17
F 1.58 -1.21 3.01
C 0.34 0.88 3.29
O -0.02 1.41 4.32
O -0.33 0.86 2.19
*
```

frontier orbital gap (alpha / beta)	8.03 / 5.38	eV
relative energy (zero: lowest compared OMol25 entry of this formula, charge and spin)	3.4207	eV
lowest unoccupied orbital energy (alpha / beta)	0.20 / -2.22	eV

---

Entry 4:
DFT (ωB97M-V/def2-TZVPD) results for C4H2F2 in the gas phase at a distorted geometry.

```
! RIJCOSX wB97M-V def2-TZVPD def2/J DEFGRID3
* xyz 0 1
C -1.60 -1.01 -0.08
C -0.99 0.04 -0.49
C 0.12 -0.61 0.47
C 0.24 0.74 -0.33
F 1.06 0.83 -1.36
F 0.32 1.91 0.33
H 0.24 -0.62 1.56
H 0.61 -1.27 -0.09
*
```

frontier orbital gap	11.88	eV
relative energy (zero: lowest compared OMol25 entry of this formula, charge and spin)	2.9577	eV
lowest unoccupied orbital energy	0.89	eV